[1]
{
  "formula": "C4H12",
  "method": "wB97M-V/def2-TZVPD",
  "smiles": "CC.CC",
  "de_lowest_kcal_mol": 6.4,
  "gap_ha": 0.4689,
  "elements": ["C", "C", "H", "H", "H", "H", "H", "H", "C", "C", "H", "H", "H", "H", "H", "H"],
  "positions_angstrom": [[-0.28370, -2.50080, -0.12963], [0.76671, -2.01254, 0.84488], [-0.57044, -1.84735, -0.95757], [0.10416, -3.33354, -0.74384], [-1.21489, -2.88118, 0.29067], [1.74799, -1.99007, 0.38811], [0.76032, -2.70514, 1.67891], [0.48309, -1.03016, 1.21401], [-0.19038, 2.64144, 0.35633], [-0.29747, 1.93454, -1.01047], [0.67763, 3.29269, 0.46279], [-1.06350, 3.25734, 0.56560], [-0.00893, 1.87312, 1.11210], [-1.31268, 1.68915, -1.31452], [0.30509, 1.02705, -0.97283], [0.09701, 2.58546, -1.78457]],
  "forces_ev_per_a": [[-0.087, -1.077, -1.818], [-0.922, 0.006, -0.046], [0.069, 0.704, 0.460], [0.045, -0.117, 0.564], [0.107, 0.222, 0.383], [0.176, 0.134, 0.020], [0.344, 0.007, 0.273], [0.264, 0.145, 0.156], [0.119, -0.433, -0.083], [0.502, 0.544, 0.269], [0.072, 0.051, -0.444], [-0.056, -0.201, 0.244], [-0.582, 0.203, 0.260], [-0.083, -0.122, 0.293], [-0.081, -0.036, -0.283], [0.111, -0.031, -0.248]],
  "mulliken_charge": [-0.882, -0.659, 0.254, 0.281, 0.304, 0.261, 0.327, 0.117, -0.759, -0.697, 0.274, 0.274, 0.188, 0.270, 0.157, 0.290]
}

---

[2]
{
  "formula": "C4H8OS2",
  "method": "wB97M-V/def2-TZVPD",
  "de_lowest_kcal_mol": 54.6,
  "gap_ha": 0.3164,
  "elements": ["C", "C", "C", "C", "O", "S", "S", "H", "H", "H", "H", "H", "H", "H", "H"],
  "positions_angstrom": [[1.52577, 0.94818, -0.00259], [1.53973, -0.71339, 1.07000], [0.73509, -0.32583, 0.07151], [-0.95367, -2.41546, 0.20391], [2.33386, 0.42665, 1.06908], [-1.67840, 3.61099, -1.07711], [-0.67450, -0.90750, -0.76333], [2.11387, 1.11144, -0.90438], [1.00325, 1.86106, 0.28106], [1.69413, -1.53763, 1.73362], [-1.66619, 2.30873, -1.32310], [-1.20591, -2.14125, 1.22164], [-0.05911, -3.02550, 0.18041], [-1.78069, -2.94097, -0.25624], [-2.92725, 3.74047, -1.50447]],
  "forces_ev_per_a": [[-0.284, -0.003, -0.331], [-0.410, 0.559, -0.827], [-0.590, -0.551, 0.006], [0.098, 0.528, -0.171], [0.960, 0.186, 0.786], [0.339, 0.343, 0.177], [0.080, -0.097, 0.016], [0.054, -0.052, 0.008], [0.022, -0.015, 0.125], [0.087, -0.171, 0.241], [-0.017, -0.412, -0.055], [-0.032, -0.056, 0.181], [0.098, -0.183, 0.003], [-0.091, -0.103, -0.052], [-0.315, 0.027, -0.107]],
  "mulliken_charge": [-0.287, -0.228, 0.117, -0.880, -0.412, -0.266, -0.027, 0.227, 0.204, 0.392, 0.116, 0.285, 0.281, 0.329, 0.148]
}

---

[3]
{
  "formula": "C3H11N3",
  "method": "wB97M-V/def2-TZVPD",
  "de_lowest_kcal_mol": 136.5,
  "gap_ha": 0.4377,
  "total_charge": 2,
  "elements": ["C", "C", "C", "N", "N", "N", "H", "H", "H", "H", "H", "H", "H", "H", "H", "H", "H"],
  "positions_angstrom": [[1.37889, 1.03004, -0.70152], [0.45610, -1.48603, -0.09892], [-1.97378, 0.16699, -0.08774], [1.64124, 0.69975, 0.65669], [0.58807, 0.02426, -0.00751], [-0.76581, 0.47127, 0.65427], [0.93451, 1.91452, -0.79604], [2.16820, 0.77182, -1.47601], [1.48144, -2.03604, -0.05903], [-0.12046, -1.98541, 0.67655], [0.05267, -1.74511, -1.15493], [-1.79616, 0.15759, -1.17770], [-2.07981, -0.78804, 0.21980], [-2.92049, 0.75381, 0.10143], [2.38181, 0.15173, 0.89735], [-0.79969, 0.06042, 1.62320], [-0.62674, 1.83842, 0.73013]],
  "forces_ev_per_a": [[3.742, -2.877, -0.797], [2.234, -2.036, -3.214], [-0.838, 1.252, -2.104], [-3.163, 2.258, 0.008], [-2.265, -1.786, 2.477], [2.208, 6.923, 0.275], [-1.985, 3.543, -0.800], [-1.500, -0.220, 0.652], [-1.409, 1.508, -0.072], [-0.303, 0.796, 0.288], [0.425, 0.553, 1.880], [0.079, 0.306, 0.481], [-1.550, -3.386, 0.409], [1.471, -0.164, 0.393], [2.757, -2.321, 0.601], [0.469, 0.662, -0.751], [-0.373, -5.012, 0.274]],
  "mulliken_charge": [-0.089, -0.679, -0.779, -0.448, 0.433, -0.402, 0.206, 0.313, 0.365, 0.342, 0.353, 0.350, 0.423, 0.346, 0.270, 0.442, 0.555]
}

---

[4]
{
  "formula": "C4H9NO",
  "method": "wB97M-V/def2-TZVPD",
  "de_lowest_kcal_mol": 115.2,
  "gap_ha": [0.3067, 0.3242],
  "elements": ["C", "C", "C", "C", "N", "O", "H", "H", "H", "H", "H", "H", "H", "H", "H"],
  "positions_angstrom": [[0.36569, -0.63908, 1.28101], [1.54489, -1.39223, 0.69467], [-1.28066, -0.11147, -1.13961], [-0.28050, 1.74018, -0.08860], [-0.06501, 0.41728, -0.69938], [0.05850, -0.63280, 2.43427], [1.37927, -2.48760, 0.89030], [2.50206, -0.98507, 1.06152], [1.51272, -1.41923, -0.41874], [-2.02675, 0.00151, -0.37241], [-1.21554, -1.16092, -1.40650], [-1.43243, 0.52004, -2.16782], [-1.12925, 1.69868, 0.49415], [0.58771, 2.12631, 0.48985], [-0.52072, 2.32440, -1.05271]],
  "forces_ev_per_a": [[0.914, -0.429, 0.136], [-0.506, -1.502, -1.197], [-0.251, 1.059, -2.538], [1.548, -0.093, -3.400], [1.917, 0.071, 3.190], [-0.210, 0.596, -2.039], [0.518, 0.936, 0.708], [-0.452, -0.394, -0.013], [0.128, 0.813, 0.900], [-1.098, 0.296, -0.168], [0.156, -0.151, -0.188], [-0.590, -1.443, 2.152], [-1.982, 0.335, 1.548], [-0.522, -0.270, -0.747], [0.431, 0.176, 1.655]],
  "mulliken_charge": [0.452, -0.792, -0.807, -0.878, -0.264, -0.425, 0.310, 0.269, 0.277, 0.334, 0.253, 0.308, 0.408, 0.251, 0.305]
}

---

[5]
{
  "formula": "C4H6NO2",
  "method": "wB97M-V/def2-TZVPD",
  "de_lowest_kcal_mol": 140.1,
  "gap_ha": [0.2117, 0.2515],
  "total_charge": -1,
  "elements": ["C", "C", "C", "C", "N", "O", "O", "H", "H", "H", "H", "H", "H"],
  "positions_angstrom": [[0.73553, 0.76120, 0.33331], [0.30604, 1.68567, -0.59119], [-0.20752, -1.41884, 0.99045], [0.74552, -0.74468, 0.03628], [1.02671, 1.00156, 1.61996], [1.30166, 2.22235, 1.94225], [0.49466, -1.03215, -1.29619], [-0.08527, 2.57778, -0.15198], [0.02869, 1.51560, -1.54976], [-1.30946, -1.31479, 0.98225], [0.07528, -1.49003, 1.92619], [1.77829, -1.30381, 0.30691], [-0.32519, -0.57952, -1.54309]],
  "forces_ev_per_a": [[-0.266, -0.275, -1.245], [0.402, 0.073, 3.165], [-2.131, 0.878, -3.809], [1.562, -1.608, 1.836], [0.772, 0.274, 1.308], [-0.454, -0.258, -0.258], [-0.366, -0.252, -1.288], [0.203, 0.762, 0.113], [-0.510, -0.861, -2.853], [0.541, 0.110, -0.815], [1.869, -0.541, 4.532], [-1.860, 1.705, -0.812], [0.238, -0.007, 0.125]],
  "mulliken_charge": [0.328, -1.030, -1.172, 0.390, -0.416, -0.563, -0.542, 0.244, 0.501, 0.272, 0.536, 0.149, 0.303]
}

---

[6]
{
  "formula": "C28H49F12N2O8PS",
  "method": "wB97M-V/def2-TZVPD",
  "smiles": "COCCCCCCCCOC[C@](O[C@H](CCCCCCCOC)C(F)(F)C(F)(F)C(F)(F)F)(P(N)O)S(=O)(=O)C(F)(F)C(F)(F)F.CNC(C)=O",
  "gap_ha": 0.3195,
  "elements": ["C", "O", "C", "C", "C", "C", "C", "C", "C", "C", "O", "C", "C", "O", "C", "C", "C", "C", "C", "C", "C", "C", "O", "C", "C", "F", "F", "C", "F", "F", "C", "F", "F", "F", "P", "N", "O", "S", "O", "O", "C", "F", "F", "C", "F", "F", "F", "H", "H", "H", "H", "H", "H", "H", "H", "H", "H", "H", "H", "H", "H", "H", "H", "H", "H", "H", "H", "H", "H", "H", "H", "H", "H", "H", "H", "H", "H", "H", "H", "H", "H", "H", "H", "H", "H", "H", "H", "H", "H", "C", "N", "C", "C", "O", "H", "H", "H", "H", "H", "H", "H"],
  "positions_angstrom": [[-7.63404, -1.90284, -7.02028], [-6.58546, -0.99556, -6.68301], [-6.57788, 0.10702, -7.58126], [-5.69991, 1.20279, -6.97404], [-6.48404, 2.20432, -6.11263], [-6.84362, 1.65599, -4.70802], [-5.71987, 2.00372, -3.67890], [-4.63103, 0.90664, -3.65537], [-3.77676, 0.95305, -2.36558], [-4.00293, -0.25507, -1.43328], [-2.88788, -0.63026, -0.62529], [-2.22955, 0.47640, -0.04475], [-1.40135, 0.09475, 1.19197], [-0.64354, 1.15220, 1.73603], [0.30637, 1.74909, 0.85000], [1.71196, 1.64950, 1.51816], [2.82239, 1.11570, 0.57899], [3.83725, 0.20833, 1.26867], [4.63565, 0.93104, 2.37220], [5.84549, 0.11417, 2.83768], [6.88908, -0.15913, 1.74905], [8.07484, -0.99464, 2.26318], [8.54890, -0.49639, 3.49983], [9.63654, -1.31808, 3.92429], [-0.14633, 3.20932, 0.62169], [-0.76752, 3.67006, 1.69968], [-1.07736, 3.22966, -0.38259], [0.95167, 4.19873, 0.18079], [1.81382, 3.62998, -0.64974], [1.57383, 4.74473, 1.20667], [0.34272, 5.41136, -0.62613], [1.27114, 6.37651, -0.59103], [0.16752, 5.13386, -1.89021], [-0.72432, 5.91170, -0.05905], [-0.39869, -1.46306, 0.69140], [0.91057, -1.58179, 1.80180], [0.23214, -1.17044, -0.83105], [-2.41416, -0.50229, 2.63901], [-2.46808, 0.57076, 3.57176], [-1.80230, -1.63942, 3.25059], [-4.18453, -0.86385, 2.20794], [-4.78703, -0.95537, 3.38214], [-4.78274, 0.12906, 1.58335], [-4.44735, -2.25994, 1.49608], [-4.99631, -3.08350, 2.37413], [-3.35557, -2.83284, 1.09336], [-5.32470, -2.13517, 0.53367], [-7.42397, -2.84528, -6.51640], [-8.59162, -1.47598, -6.69827], [-7.62537, -2.04568, -8.10903], [-6.14447, -0.24257, -8.53220], [-7.59264, 0.47457, -7.79504], [-5.26269, 1.76517, -7.80968], [-4.86594, 0.72123, -6.46026], [-7.43814, 2.40691, -6.61282], [-5.92818, 3.13980, -6.01588], [-6.96538, 0.57168, -4.71430], [-7.75110, 2.13664, -4.33113], [-5.30615, 2.98929, -3.90464], [-6.17138, 2.04429, -2.67895], [-3.94861, 1.13350, -4.48118], [-5.05899, -0.07735, -3.86482], [-2.72316, 0.93274, -2.66603], [-3.97186, 1.89045, -1.83745], [-4.20600, -1.11326, -2.08005], [-4.92578, -0.08701, -0.86521], [-1.55317, 0.87662, -0.80499], [-2.90361, 1.30034, 0.22686], [0.39504, 1.27095, -0.12894], [2.02306, 2.58758, 1.98281], [1.60364, 0.93677, 2.33734], [3.38504, 1.98422, 0.21518], [2.40688, 0.64637, -0.31905], [3.42404, -0.72893, 1.64567], [4.56867, -0.07046, 0.49909], [3.95941, 1.05287, 3.22931], [4.90012, 1.94165, 2.03355], [5.48200, -0.84177, 3.23769], [6.34411, 0.66685, 3.64018], [7.30972, 0.79278, 1.40187], [6.48990, -0.72348, 0.90254], [7.76370, -2.05154, 2.33960], [8.84855, -0.93168, 1.48293], [10.23891, -1.67831, 3.08274], [10.26068, -0.71884, 4.58624], [9.22597, -2.20026, 4.43658], [0.92737, -2.56330, 2.05811], [0.62789, -1.04336, 2.62010], [-0.47691, -1.42222, -1.44226], [6.77078, -4.52268, 5.37733], [6.05272, -3.42590, 4.75649], [4.71155, -3.28413, 4.58620], [3.81648, -4.38698, 5.09553], [4.26747, -2.28712, 4.03661], [7.34714, -4.13946, 6.22136], [7.46175, -4.95406, 4.65047], [6.09494, -5.29513, 5.72861], [6.58789, -2.64979, 4.39376], [2.78315, -4.12566, 4.88617], [4.04634, -5.32713, 4.59214], [3.93316, -4.50478, 6.17361]],
  "forces_ev_per_a": [[0.615, 0.484, -0.014], [-0.612, -0.109, -0.086], [0.793, -0.115, 0.212], [-0.335, 0.467, -0.807], [-0.464, -1.009, 0.470], [1.029, 1.125, 0.492], [-0.750, -1.317, -0.058], [0.440, 1.165, 0.009], [0.336, -0.595, -0.090], [-0.636, 0.229, -1.194], [-0.385, 0.212, 0.619], [0.023, 0.781, 0.006], [1.057, -0.885, -0.910], [-0.773, 0.007, -0.565], [1.327, 0.481, 0.621], [-0.081, -0.516, -0.174], [0.100, 0.574, 0.166], [0.810, 0.311, -0.324], [-0.678, -0.556, 0.001], [0.071, 0.088, -0.228], [0.563, 0.047, 0.689], [-0.928, 0.471, -0.614], [0.677, -0.623, -0.508], [-0.476, 0.225, 0.156], [0.054, -1.019, -0.190], [0.029, 0.541, 0.654], [-0.163, -0.089, -0.362], [-1.797, 1.081, -0.899], [0.721, -0.704, -0.325], [0.625, -0.064, 1.019], [1.693, 0.260, 0.783], [0.478, 0.404, -0.002], [-0.789, -0.493, -0.876], [-1.146, -0.012, 0.158], [-1.179, -2.526, -0.332], [-0.823, 1.036, -0.718], [0.185, 1.062, 0.763], [1.692, 1.104, 1.713], [-1.027, 1.454, -0.345], [-0.175, -1.534, -0.991], [-0.460, -1.405, -0.167], [0.098, 0.074, 1.131], [0.187, 0.797, -0.973], [-0.215, 0.250, 1.193], [-0.355, -0.470, 0.852], [1.087, -0.247, -0.900], [-0.422, 0.431, -1.272], [-0.156, 0.049, -0.011], [-0.040, -0.247, -0.113], [-0.230, -0.212, 0.133], [-0.126, 0.096, 0.037], [0.053, -0.059, 0.179], [0.008, -0.100, 0.071], [-0.106, 0.079, 0.119], [0.266, 0.218, -0.219], [-0.122, -0.003, 0.008], [-0.266, 0.100, -0.148], [-0.097, -0.169, -0.263], [0.091, -0.079, 0.134], [0.058, 0.106, -0.086], [-0.087, -0.283, -0.040], [-0.018, 0.048, 0.223], [-0.056, 0.139, 0.120], [0.169, -0.025, -0.050], [0.188, -0.102, 0.240], [0.326, -0.052, 0.355], [0.158, 0.147, 0.296], [-0.104, -0.211, 0.010], [-0.381, -0.124, 0.138], [-0.127, -0.070, -0.040], [-0.101, 0.091, -0.014], [-0.035, -0.150, -0.101], [-0.106, -0.165, 0.239], [-0.223, 0.165, 0.054], [-0.208, -0.075, -0.031], [0.195, 0.139, 0.011], [0.185, -0.138, -0.005], [0.119, 0.408, -0.044], [-0.048, -0.193, 0.019], [-0.213, -0.069, -0.202], [-0.076, 0.235, -0.027], [0.114, 0.072, 0.213], [0.176, -0.189, 0.282], [-0.018, 0.187, 0.004], [-0.053, -0.192, 0.109], [0.270, 0.063, 0.115], [0.150, 0.122, 0.148], [0.487, -0.095, 0.112], [0.177, -0.111, 0.114], [0.211, 0.430, -0.201], [-0.220, -0.131, 0.021], [0.056, 0.221, -0.095], [-0.042, 0.019, -0.022], [-0.320, -0.340, 0.129], [0.012, -0.186, 0.071], [0.010, -0.166, 0.114], [-0.039, 0.040, -0.025], [0.012, -0.007, 0.061], [0.053, 0.087, -0.031], [0.024, -0.054, 0.131], [0.030, -0.135, -0.027]],
  "mulliken_charge": [-0.759, -0.274, -0.670, -0.450, -0.829, -0.698, -0.756, -0.613, -0.723, -0.354, -0.297, -2.302, 0.878, -0.534, -0.132, -1.295, -0.839, -0.478, -0.671, 0.366, -0.463, -0.655, -0.334, -0.624, 0.462, -0.340, -0.380, 0.562, -0.301, -0.297, 0.706, -0.293, -0.232, -0.234, -0.072, -0.381, -0.663, 1.643, -0.746, -0.722, 0.613, -0.262, -0.241, 0.690, -0.299, -0.197, -0.258, 0.229, 0.299, 0.322, 0.416, 0.381, 0.353, 0.164, 0.387, 0.419, 0.269, 0.374, 0.304, 0.465, 0.148, 0.522, 0.304, 0.370, 0.547, 0.109, 0.973, 0.636, 0.594, 0.702, 0.737, 0.382, 0.498, -0.019, 0.349, 0.309, 0.397, -0.478, 0.378, 0.296, 0.237, 0.365, 0.434, 0.325, 0.237, 0.159, 0.384, 0.258, 0.368, -1.001, -0.077, 0.990, -1.488, -0.675, 0.302, 0.288, 0.425, 0.036, 0.286, 0.386, 0.372]
}

---

| no. | electronic energy (eV) |
| --- | --- |
| 1 | -4342.2506 |
| 2 | -27993.3332 |
| 3 | -7735.1131 |
| 4 | -7827.3247 |
| 5 | -9825.6070 |
| 6 | -101922.3665 |